Record 1
This record from the Open Molecules 2025 dataset describes a molecular structure, C29H51IKN4O2 in a non-equilibrium geometry. The level of theory is ωB97M-V with the def2-TZVPD basis set.

Energy above the lowest of the compared OMol25 structures with the same formula, charge and spin, eV: 8.6836
E_LUMO, eV: -5.15
HOMO-LUMO gap, eV: 6.244
E_tot, hartree: -2401.89699
HOMO energy, eV: -11.39
Net charge: +1

CARTESIAN COORDINATES (ANGSTROEM)
C -3.60413 -4.29125 -1.30114
C -3.64166 -5.94011 -1.17526
C -2.27803 -6.64351 -1.80613
C -1.26331 -7.15578 -0.61492
C 0.16916 -6.35796 -0.54578
C 0.04328 -4.71708 -0.56656
C 0.50486 -4.23490 -2.09448
C 2.15853 -4.10420 -2.23193
C 2.77886 -2.93134 -1.26642
C 3.83650 -1.97909 -2.08952
C 3.50495 -0.37316 -1.76135
C 4.98627 0.27911 -1.33962
C 4.96306 1.94048 -1.51520
C 5.09246 2.55152 0.00220
C 3.55233 2.85644 0.57238
C 3.54760 4.49577 0.89986
C 3.51220 5.23131 -0.58624
C 2.33569 6.37308 -0.55973
C 0.81839 5.79776 -0.32587
C 0.04960 4.91965 -1.25235
N 0.68603 4.43220 -2.55881
C -1.50704 4.51010 -0.80613
O -2.34479 4.24071 -1.83554
C -2.01204 4.48417 0.78543
C -3.31695 3.58306 1.20088
C -2.98555 2.24094 2.08192
C -4.37011 1.30642 2.03462
C -5.02893 1.08718 3.54965
N -4.00237 0.26497 4.32235
C -4.09122 -1.20443 3.96302
N -5.16236 -1.93704 4.42116
N -2.95050 -1.78208 3.13857
C -1.21547 5.35550 1.71618
I -1.70914 5.47458 3.86499
C 0.05889 6.24305 1.09516
O 0.42408 7.35674 1.76481
H -4.65716 -3.82858 -1.55523
H -3.29120 -3.88261 -0.22785
H -2.76056 -3.96526 -2.05138
H -4.59883 -6.30564 -1.78595
H -3.79076 -6.31279 -0.05972
H -2.65525 -7.60829 -2.37868
H -1.76739 -5.96086 -2.61284
H -1.79865 -7.07366 0.43834
H -1.01601 -8.28646 -0.84838
H 0.68684 -6.63714 0.48104
H 0.89641 -6.70890 -1.41815
H -1.01131 -4.31688 -0.25348
H 0.83306 -4.28492 0.20726
H 0.19930 -5.05680 -2.90462
H -0.05909 -3.25158 -2.42656
H 2.67228 -5.12275 -1.92289
H 2.47837 -3.88013 -3.35584
H 3.41640 -3.47127 -0.41741
H 1.96600 -2.29467 -0.69319
H 4.94065 -2.23052 -1.71366
H 3.75040 -2.11277 -3.24966
H 3.06842 0.19631 -2.68760
H 2.81072 -0.28822 -0.80787
H 5.14364 -0.03713 -0.20732
H 5.84658 -0.22097 -1.95644
H 5.80650 2.32544 -2.25141
H 3.93328 2.19653 -2.05081
H 5.63903 1.85396 0.77096
H 5.73125 3.54303 -0.06990
H 3.27072 2.20377 1.50408
H 2.74647 2.68797 -0.28143
H 2.65125 4.82091 1.57898
H 4.55502 4.80199 1.45667
H 4.54730 5.80592 -0.73256
H 3.43258 4.48475 -1.48399
H 2.36837 6.96352 -1.57087
H 2.59563 7.10315 0.33802
H 1.45515 3.75390 -2.28395
H -0.00310 3.84808 -3.10918
H -3.87433 3.24673 0.22783
H -4.05016 4.26034 1.84745
H -2.02918 1.65140 1.75486
H -2.84696 2.56495 3.21911
H -4.20590 0.27044 1.51260
H -5.19161 1.92190 1.43003
H -5.14362 2.14118 4.08482
H -6.09177 0.59580 3.50148
H -4.12593 0.44140 5.34385
H -5.03687 -2.92756 4.10377
H -2.09555 -1.71123 3.75943
H -3.07911 -2.81089 2.98703
K -3.80046 5.53231 -0.35896

---

Record 2
This record from the Open Molecules 2025 dataset describes 3 unconnected molecules or ions with the total composition C29H51N2O12P3S3 in a non-equilibrium geometry. The level of theory is ωB97M-V with the def2-TZVPD basis set.

E_LUMO, eV: -8.35
HOMO-LUMO gap, eV: 3.311
E_tot, hartree: -4366.07477
HOMO energy, eV: -11.66
Net charge: +2

CARTESIAN COORDINATES (ANGSTROEM)
C 3.30244 -3.83378 1.95838
C 3.14704 -4.66589 0.67437
C 3.60608 -6.12747 0.79266
O 4.98891 -6.24566 1.15044
C 5.36930 -7.53535 1.26271
O 4.75825 -8.46305 0.78393
C 6.65848 -7.86787 2.04662
S 6.36222 -8.00947 3.86584
N 4.60243 -7.94600 3.95328
C 4.00725 -6.77178 4.22271
C 2.62492 -6.71311 4.25929
C 1.87852 -7.87514 4.01007
C 0.37726 -7.82862 3.99916
C -0.39112 -6.98111 4.80986
C -1.76399 -7.01547 4.66664
N -2.36893 -7.82861 3.78731
P -4.16817 -7.86692 3.62490
S -4.78782 -9.52407 4.38030
C -1.65418 -8.65049 3.00006
C -0.28063 -8.68216 3.07833
C 2.55235 -9.08679 3.77082
C 3.93680 -9.09702 3.74670
O 1.73824 -4.75440 0.36892
C 1.33820 -3.77656 -0.50227
O 1.83995 -2.69263 -0.59461
C 0.11360 -4.13644 -1.38249
S -1.47385 -3.64167 -0.59241
H 3.03977 -4.37211 2.88173
H 4.29821 -3.38387 2.08504
H 2.60081 -2.98790 1.88079
H 3.72367 -4.19631 -0.13498
H 3.40404 -6.60942 -0.17762
H 2.97165 -6.63801 1.53934
H 6.99322 -8.84596 1.67609
H 7.46999 -7.15849 1.82348
H 4.66066 -5.91063 4.37597
H 2.16475 -5.74341 4.45673
H 0.08438 -6.29544 5.51251
H -2.41306 -6.36090 5.25241
H -4.71147 -6.81288 4.39442
H -4.48089 -7.76180 2.24506
H -2.13816 -9.29615 2.26177
H 0.31061 -9.32842 2.42909
H 2.01079 -10.01660 3.60320
H 4.50464 -10.00475 3.54953
H 0.05012 -5.20480 -1.62578
H 0.19085 -3.58189 -2.32556
H -2.34049 -4.68167 -0.71721
O -2.82681 2.66609 -1.84298
P -1.98612 1.83979 -2.76216
O -0.46965 2.15922 -2.22516
C -0.04988 1.59433 -0.98958
C 0.20097 0.09999 -1.10249
O -2.00809 2.78883 -4.09725
C -3.00414 3.80075 -4.27222
C -2.50335 5.14527 -3.78410
O -1.44049 0.58771 -3.72688
C -2.39302 -0.44772 -4.03564
C -3.57183 0.06949 -4.83827
H -0.79435 1.80563 -0.21514
H 0.87206 2.10202 -0.70554
H -0.73627 -0.43869 -1.27832
H 0.64723 -0.29483 -0.18824
H 0.86237 -0.11510 -1.94137
H -3.93434 3.51963 -3.77737
H -3.22017 3.85785 -5.34093
H -2.07328 5.08305 -2.78484
H -3.31127 5.87831 -3.77329
H -1.71371 5.51334 -4.44201
H -2.73738 -0.90843 -3.10277
H -1.86241 -1.21274 -4.60304
H -4.17116 0.77404 -4.25277
H -4.22379 -0.75127 -5.13883
H -3.22969 0.59853 -5.72684
O -2.18620 9.55995 -2.22797
P -1.36356 10.48417 -1.38873
O -0.64494 11.43239 -2.51112
C -1.43323 12.41361 -3.18407
C -1.78334 13.58293 -2.28011
O -0.10585 9.48504 -1.02982
C -0.22935 8.07190 -1.16885
C 0.27844 7.61417 -2.52222
O -0.86238 11.47389 -0.14316
C -1.66060 11.45694 1.05728
C -1.66701 10.09684 1.72925
H -2.33903 11.94815 -3.58414
H -0.84407 12.76570 -4.03056
H -2.46990 13.27297 -1.48705
H -2.26721 14.37726 -2.85042
H -0.89001 13.98268 -1.80112
H -1.25952 7.75335 -1.00346
H 0.37294 7.61576 -0.37923
H -0.14252 8.20094 -3.33783
H 0.04025 6.56167 -2.68756
H 1.36240 7.73495 -2.57944
H -2.68107 11.76821 0.81372
H -1.24237 12.20416 1.73068
H -2.16513 9.34825 1.10411
H -2.19668 10.14029 2.68125
H -0.64918 9.74770 1.90105

---

Number 1: molecular weight 653.76 g/mol. Number 2: molecular weight 808.85 g/mol.